(one)
Molecular formula: C18H20N4O4S
Method: DFT, ωB97M-V with the def2-TZVPD basis set

```
47
Properties=species:S:1:pos:R:3:lowdin_charge:R:1
S 2.170 -1.310 0.423 0.680
O 2.507 -2.642 0.021 -0.289
O -9.940 0.177 -0.627 0.060
O -4.168 1.210 1.352 0.076
O 2.673 -0.839 1.679 -0.275
N -3.701 -0.570 -0.001 0.138
N 4.082 1.489 -1.083 0.090
N 2.646 -0.241 -0.814 -0.033
N -8.094 1.213 0.167 0.145
C 6.805 0.719 0.497 -0.214
C 5.822 -0.434 0.690 -0.186
C -0.211 -0.142 1.132 -0.037
C -8.755 0.105 -0.381 -0.467
C -2.324 -0.707 0.140 -0.201
C -6.790 1.252 0.466 -0.006
C -4.539 0.333 0.600 -0.417
C 5.022 -0.758 -0.577 -0.116
C -5.970 0.179 0.236 -0.128
C -0.321 -1.849 -0.562 -0.048
C -1.685 -1.661 -0.658 -0.004
C -7.892 -1.035 -0.583 0.018
C 0.405 -1.085 0.333 -0.295
C -6.570 -1.000 -0.294 -0.016
C 5.393 2.083 -1.150 -0.231
C 3.945 0.258 -0.829 -0.407
C -1.576 0.053 1.041 0.017
C 6.137 2.058 0.190 -0.191
H 6.008 1.593 -1.917 0.117
H 0.195 -2.585 -1.157 0.118
H -2.070 0.785 1.658 0.104
H -4.115 -1.198 -0.675 0.126
H 0.389 0.423 1.828 0.120
H 5.231 3.121 -1.455 0.103
H 7.398 0.827 1.408 0.108
H 6.905 2.834 0.170 0.105
H -6.388 2.160 0.892 0.144
H -8.363 -1.924 -0.972 0.118
H 5.428 2.304 0.983 0.116
H 7.494 0.470 -0.316 0.110
H 5.125 -0.208 1.498 0.104
H 1.974 0.502 -0.955 0.115
H -2.263 -2.255 -1.351 0.115
H 5.697 -0.768 -1.440 0.128
H -8.681 2.023 0.336 0.169
H -5.980 -1.895 -0.436 0.113
H 6.385 -1.325 0.977 0.114
H 4.561 -1.740 -0.486 0.090
```

Calculated values
- spin multiplicity = 1
- HOMO-LUMO gap (eV) = 8.9
- LUMO energy (eV) = -0.089
- charge = 0
- SMILES string = O=C(Nc1ccc(S(=O)(=O)NC2=NCCCCC2)cc1)c1ccc(=O)[nH]c1
- HOMO level (eV) = -9.024

(two)
Molecular formula: C18H20N4O4S
Method: DFT, ωB97M-V with the def2-TZVPD basis set

```
47
Properties=species:S:1:pos:R:3:lowdin_charge:R:1
S 3.738 0.248 0.490 0.682
O -3.409 2.555 1.248 0.072
O 3.868 0.864 1.775 -0.283
O -1.635 -3.712 -1.318 0.078
O 4.895 -0.384 -0.073 -0.293
N 3.291 1.423 -0.640 -0.044
N -1.112 2.255 1.300 -0.003
N -1.250 -2.966 0.804 0.122
N -2.110 2.450 -0.667 -0.013
C 1.323 1.922 -1.975 -0.042
C -0.135 2.135 0.341 -0.133
C 0.455 -1.637 1.821 -0.012
C -0.766 2.259 -0.911 -0.153
C -3.147 2.622 -1.645 -0.008
C 0.681 -2.233 -0.501 0.050
C 1.220 1.909 0.449 0.040
C 1.943 1.767 -0.735 -0.315
C 2.618 -1.474 -1.882 -0.024
C 1.867 -1.515 -0.591 -0.223
C 1.628 -0.919 1.737 -0.069
C -2.339 2.438 0.692 -0.458
C -0.036 2.181 -2.079 0.000
C -3.251 -4.210 0.386 0.001
C -0.042 -2.284 0.687 -0.200
C -0.927 2.192 2.723 0.001
C -1.972 -3.618 -0.163 -0.506
C 2.315 -0.843 0.538 -0.245
H -3.890 -3.423 0.781 0.086
H 3.680 -1.336 -1.700 0.064
H -3.776 -4.727 -0.412 0.085
H -1.655 -2.945 1.730 0.143
H 2.462 -2.397 -2.435 0.092
H -2.961 3.512 -2.251 0.096
H -1.909 2.301 3.182 0.094
H 2.251 -0.652 -2.497 0.079
H -3.210 1.749 -2.298 0.096
H 0.306 -2.752 -1.367 0.110
H 2.035 -0.401 2.591 0.114
H 1.724 1.836 1.397 0.107
H -3.028 -4.916 1.183 0.085
H -0.502 2.296 -3.045 0.111
H -0.083 -1.695 2.756 0.113
H 1.918 1.843 -2.873 0.110
H -0.488 1.234 3.008 0.084
H -0.274 2.998 3.062 0.100
H -4.085 2.741 -1.104 0.092
H 3.773 1.307 -1.517 0.116
```

Calculated values
- spin multiplicity = 1
- HOMO-LUMO gap (eV) = 8.2
- LUMO energy (eV) = 0.349
- charge = 0
- SMILES string = CC(=O)Nc1ccc(S(=O)(=O)Nc2ccc3c(c2)n(C)c(=O)n3C)c(C)c1
- HOMO level (eV) = -7.873

Relative energies in hartree: (one) 0.0448; (two) 0.0000

(one)
Molecular formula: C7H7Cl
Method: DFT, ωB97M-V with the def2-TZVPD basis set

```
15
Properties=species:S:1:pos:R:3:lowdin_charge:R:1
Cl 2.129 -0.388 1.816 0.627
C -0.786 0.040 -0.091 -0.306
C -0.018 -2.487 -0.182 0.132
C 0.050 1.079 -0.238 -0.077
C 2.441 0.445 0.334 -0.547
C 1.511 1.034 -0.426 -0.173
C -0.340 -1.335 -0.138 -0.127
C -2.276 0.219 0.092 -0.046
H -2.831 -0.274 -0.676 0.075
H -0.381 2.081 -0.219 0.115
H 0.278 -3.498 -0.214 0.025
H -2.608 -0.250 1.041 0.099
H 1.888 1.595 -1.273 0.102
H 3.473 0.507 0.082 0.050
H -2.530 1.231 0.093 0.052
```

Calculated values
- spin multiplicity = 1
- HOMO-LUMO gap (eV) = 9.6
- LUMO energy (eV) = 0.777
- charge = 0
- SMILES string = C#C/C(C)=C\C=C/Cl
- HOMO level (eV) = -8.818

(two)
Molecular formula: C7H7Cl
Method: DFT, ωB97M-V with the def2-TZVPD basis set

```
15
Properties=species:S:1:pos:R:3:lowdin_charge:R:1
Cl -2.539 -2.512 0.965 -0.423
C 0.422 -0.321 -1.641 0.012
C 0.594 0.845 1.365 -0.027
C -0.289 -0.832 0.069 -0.176
C -0.490 0.439 -0.747 -0.200
C 0.238 -1.548 -1.117 0.076
C 0.346 -0.498 1.311 -0.029
C 0.131 1.592 0.158 -0.121
H 0.896 2.401 -0.196 0.152
H 0.468 -1.218 2.031 0.088
H 0.410 -2.523 -1.247 0.083
H 1.184 -0.057 -2.365 0.130
H -1.579 0.609 -1.136 0.192
H 1.041 1.467 2.072 0.096
H -0.833 2.155 0.480 0.147
```

Calculated values
- spin multiplicity = 1
- HOMO-LUMO gap (spin up / spin down) (eV) = 6.8 / 6.8
- LUMO energy (spin up / spin down) (eV) = -1.478 / -1.478
- charge = 0
- HOMO level (spin up / spin down) (eV) = -8.265 / -8.264

Relative energies in hartree: (one) 0.0000; (two) 0.0789

(one)
Molecular formula: C3H9N4
Method: DFT, ωB97M-V with the def2-TZVPD basis set

```
16
Properties=species:S:1:pos:R:3:lowdin_charge:R:1
N 1.303 -0.712 0.306 0.074
N 0.332 1.007 -0.408 -0.171
N 1.395 0.550 -0.017 0.148
N -0.715 0.066 -0.523 0.098
C -0.759 -1.553 1.261 -0.056
C -0.067 -1.139 -0.022 -0.340
C 0.109 2.322 -1.008 0.070
H 0.076 3.062 -0.196 0.119
H -0.059 -1.793 2.018 0.045
H -1.457 -2.484 1.330 0.123
H -1.323 -0.681 1.782 0.121
H 2.010 -1.263 0.863 0.211
H -1.107 -0.058 -1.492 0.178
H 0.110 -2.047 -0.735 0.183
H -0.809 2.174 -1.551 0.098
H 0.962 2.549 -1.608 0.099
```

Calculated values
- spin multiplicity = 1
- HOMO-LUMO gap (eV) = 9.9
- LUMO energy (eV) = -4.231
- charge = +1
- SMILES string = C[C@@H]1NN=[N+](C)N1
- HOMO level (eV) = -14.109

(two)
Molecular formula: C3H9N4
Method: DFT, ωB97M-V with the def2-TZVPD basis set

```
16
Properties=species:S:1:pos:R:3:lowdin_charge:R:1
N 1.016 0.647 -0.048 0.009
N -2.136 -1.457 0.102 0.123
N 1.003 -0.515 0.402 0.080
N -1.284 -0.647 0.006 -0.102
C -0.098 1.410 0.322 -0.175
C 1.938 -1.456 -0.142 0.007
C -1.398 0.838 -0.210 -0.148
H 2.705 -1.433 0.758 0.178
H 1.433 -2.312 -0.077 0.057
H -0.080 1.474 1.375 0.120
H 1.637 1.122 -0.720 0.209
H -0.246 2.516 -0.105 0.188
H 2.440 -1.311 -1.003 0.062
H -2.274 1.274 0.292 0.128
H -3.089 -1.133 0.400 0.101
H -1.568 0.983 -1.352 0.163
```

Calculated values
- spin multiplicity = 1
- HOMO-LUMO gap (spin up / spin down) (eV) = 7.4 / 7.4
- LUMO energy (spin up / spin down) (eV) = -5.291 / -5.292
- charge = +1
- SMILES string = [H]/N=N\CC/[NH+]=N/C
- HOMO level (spin up / spin down) (eV) = -12.663 / -12.662

(three)
Molecular formula: C3H9N4
Method: DFT, ωB97M-V with the def2-TZVPD basis set

```
16
Properties=species:S:1:pos:R:3:lowdin_charge:R:1
N 0.299 0.114 -0.003 -0.222
N 2.854 -0.349 0.273 0.143
N 1.281 0.811 0.117 0.156
N 3.856 0.184 0.340 0.174
C 0.160 -1.205 -0.616 -0.003
C -1.026 0.837 0.432 -0.146
C -2.273 0.145 -0.016 -0.104
H -2.907 -0.485 0.695 0.117
H -2.882 1.025 -0.232 0.085
H 0.088 -0.942 -1.628 0.095
H 4.298 1.091 0.563 0.168
H 1.128 -1.781 -0.427 0.107
H -2.148 -0.508 -0.902 0.076
H -1.016 1.880 0.102 0.123
H -0.997 0.932 1.513 0.124
H -0.717 -1.749 -0.212 0.108
```

Calculated values
- spin multiplicity = 1
- HOMO-LUMO gap (spin up / spin down) (eV) = 8.0 / 8.0
- LUMO energy (spin up / spin down) (eV) = -5.223 / -5.223
- charge = +1
- HOMO level (spin up / spin down) (eV) = -13.264 / -13.265

Relative energies in hartree: (one) 0.0000; (two) 0.0729; (three) 0.0692

(one)
Molecular formula: C3H9N4
Method: DFT, ωB97M-V with the def2-TZVPD basis set

```
16
Properties=species:S:1:pos:R:3:lowdin_charge:R:1
N -1.121 -0.353 -1.910 0.227
N -1.194 0.865 1.704 0.134
N -0.615 -0.994 -0.953 0.166
N 0.898 -1.478 0.787 0.088
C 0.756 0.879 0.118 -0.098
C -0.237 1.411 1.137 -0.240
C 0.560 -0.598 -0.266 -0.438
H -1.842 -0.830 -2.449 0.174
H 0.741 1.535 -0.754 0.113
H -0.853 0.596 -2.189 0.172
H 1.752 0.975 0.559 0.137
H 0.558 -2.422 0.667 0.103
H 1.315 -0.791 -1.066 0.192
H -1.435 -0.103 1.492 0.056
H -0.040 2.447 1.397 0.118
H 0.755 -1.138 1.726 0.096
```

Calculated values
- spin multiplicity = 1
- HOMO-LUMO gap (spin up / spin down) (eV) = 7.2 / 7.2
- LUMO energy (spin up / spin down) (eV) = -6.563 / -6.563
- charge = +1
- SMILES string = [H]/N=C\C[C@@H](N)N=[NH2+]
- HOMO level (spin up / spin down) (eV) = -13.790 / -13.789

(two)
Molecular formula: C3H9N4
Method: DFT, ωB97M-V with the def2-TZVPD basis set

```
16
Properties=species:S:1:pos:R:3:lowdin_charge:R:1
N 0.426 -1.336 0.257 -0.042
N -1.984 1.954 -1.667 0.162
N 0.922 -0.284 0.904 0.024
N -0.523 0.950 -0.201 0.053
C 0.507 0.946 0.704 -0.085
C 1.055 -2.602 0.664 -0.023
C -1.001 2.030 -0.786 -0.193
H -0.283 -1.151 -0.350 0.087
H 1.875 -2.268 1.411 0.112
H -0.707 3.061 -0.544 0.149
H 0.247 -3.287 1.199 0.131
H -2.598 2.714 -1.973 0.142
H -2.049 1.171 -2.254 0.104
H 1.752 -0.495 1.368 0.134
H 0.886 1.772 1.396 0.177
H 1.474 -3.175 -0.127 0.064
```

Calculated values
- spin multiplicity = 1
- HOMO-LUMO gap (eV) = 8.6
- LUMO energy (eV) = -3.971
- charge = +1
- SMILES string = CNN/C=N/C=[NH2+]
- HOMO level (eV) = -12.611

(three)
Molecular formula: C3H9N4
Method: DFT, ωB97M-V with the def2-TZVPD basis set

```
16
Properties=species:S:1:pos:R:3:lowdin_charge:R:1
N -3.137 -0.540 -0.087 0.125
N 1.907 0.610 -0.399 0.066
N -1.343 0.924 -0.044 0.078
N 2.690 -1.248 0.605 0.175
C 2.493 -0.625 -0.467 -0.232
C -1.890 -0.230 -0.038 -0.413
C 1.227 0.877 0.661 0.151
H -3.870 0.163 -0.094 0.131
H -2.015 1.661 -0.007 0.048
H 2.255 1.258 -1.109 0.192
H -1.173 -1.032 0.032 0.116
H -3.243 -1.229 0.626 0.111
H 3.271 -2.069 0.633 0.088
H 1.054 1.880 1.001 0.115
H 0.915 0.045 1.312 0.119
H 2.815 -0.797 -1.459 0.130
```

Calculated values
- spin multiplicity = 1
- HOMO-LUMO gap (eV) = 8.4
- LUMO energy (eV) = -5.014
- charge = +1
- HOMO level (eV) = -13.388

Relative energies in hartree: (one) 0.0459; (two) 0.0000; (three) 0.0091